{"formula": "C3H3ClNO", "method": "wB97M-V/def2-TZVPD", "symbols": ["C", "C", "C", "N", "O", "Cl", "H", "H", "H"], "xyz": [[0.5888, -0.9030, 0.0099], [2.4310, -0.1254, 0.0708], [0.1990, 0.4781, -0.0897], [1.6948, 0.9758, -0.0063], [2.1265, 2.1138, 0.0212], [3.9024, -0.7598, -0.0038], [0.2479, -1.7799, 0.5272], [-0.2438, 1.0033, -0.8378], [-0.5276, 0.7711, 0.7717]], "nbo_charge": [0.067, 0.177, -0.353, 0.075, -0.121, 0.369, 0.243, 0.268, 0.277], "charge": 1, "de_lowest_kcal_mol": 129.4, "homo_energy_ev": [-15.8, -14.7], "multiplicity": 1, "homo_lumo_gap_ev": [9.602, 6.709], "total_energy_ev": -19203.7813}

***

{"formula": "C3H3ClNO", "method": "wB97M-V/def2-TZVPD", "symbols": ["C", "C", "C", "N", "O", "Cl", "H", "H", "H"], "xyz": [[-2.2688, 0.4046, 0.9219], [0.0046, -0.8109, -0.7549], [-1.7826, 0.5472, -0.1793], [-0.7888, 0.0868, -0.9285], [0.8719, -1.5413, -0.8451], [5.0932, -0.6877, 0.4643], [-2.7887, 0.5952, 1.8443], [3.9367, -0.0854, 0.2203], [-2.2775, 1.4915, -0.7430]], "nbo_charge": [0.358, 0.929, -0.134, -0.544, -0.330, -0.254, 0.292, 0.255, 0.429], "charge": 1, "de_lowest_kcal_mol": 57.9, "homo_energy_ev": -13.9, "multiplicity": 1, "homo_lumo_gap_ev": 5.206, "total_energy_ev": -19206.8832}

***

{"formula": "C3H3ClNO2", "method": "wB97M-V/def2-TZVPD", "symbols": ["C", "C", "C", "N", "O", "O", "Cl", "H", "H", "H"], "xyz": [[0.4274, 0.4124, 0.1534], [-0.4317, 0.0614, 1.1446], [0.0313, -0.2559, -0.9550], [-1.1466, -0.9796, -0.6781], [-2.1259, -1.5274, -1.2144], [-1.3825, -0.7473, 0.6657], [3.2193, 2.2251, 0.5576], [1.3191, 0.9833, 0.0726], [-0.2619, 0.2864, 2.1651], [0.3514, -0.4584, -1.9115]], "nbo_charge": [-0.333, 0.088, -0.091, 0.347, -0.515, -0.287, -0.962, 0.317, 0.216, 0.220], "charge": -1, "de_lowest_kcal_mol": 70.5, "homo_energy_ev": -4.2, "multiplicity": 1, "homo_lumo_gap_ev": 7.773, "total_energy_ev": -21265.2677}

***

{"formula": "C3H3ClO2", "method": "wB97M-V/def2-TZVPD", "symbols": ["C", "C", "C", "O", "O", "Cl", "H", "H", "H"], "xyz": [[0.6426, 1.2594, 0.7954], [2.0237, 2.4956, -0.9935], [-0.1888, 0.4010, 0.0232], [0.8452, 1.6657, 1.8864], [1.8405, 2.2606, -2.1228], [2.7465, 3.8893, -0.3260], [0.4608, -0.2575, -0.6009], [-0.9679, 0.7982, -0.7403], [-0.8682, -0.2934, 0.7158]], "nbo_charge": [0.656, 0.328, -0.814, -0.438, -0.535, -0.033, 0.287, 0.304, 0.246], "de_lowest_kcal_mol": 69.5, "homo_energy_ev": [-8.1, -7.8], "multiplicity": 1, "homo_lumo_gap_ev": [8.087, 7.478], "total_energy_ev": -19773.6776}

***

{"formula": "C3H3ClS2", "method": "wB97M-V/def2-TZVPD", "symbols": ["C", "C", "C", "S", "S", "Cl", "H", "H", "H"], "xyz": [[0.1196, 1.5034, -0.3081], [0.6129, 0.3116, -0.1089], [-0.0619, -0.9484, 0.3555], [-2.3060, 0.8599, 0.1637], [-1.6989, -1.0074, -0.4409], [2.3808, 0.1088, -0.2640], [0.4266, 2.4022, -0.7168], [0.4570, -1.8998, -0.0935], [0.0697, -1.3303, 1.4131]], "nbo_charge": [-0.069, -0.119, -0.615, -0.088, 0.161, -0.011, 0.217, 0.256, 0.267], "de_lowest_kcal_mol": 56.8, "homo_energy_ev": [-8.5, -8.5], "multiplicity": 1, "homo_lumo_gap_ev": [7.097, 7.092], "total_energy_ev": -37349.2632}

***

{"formula": "C3H3CuMgO3", "method": "wB97M-V/def2-TZVPD", "symbols": ["H", "C", "C", "O", "C", "O", "O", "Cu", "H", "H", "Mg"], "xyz": [[-0.7101, 1.4343, -0.2276], [-1.2827, 0.0376, 1.3575], [-0.1532, 0.5939, 0.6324], [0.2810, -0.3479, -0.3894], [1.5582, -0.2717, -0.8049], [1.7321, -0.7925, -1.9332], [-2.3153, -0.3916, 0.6536], [3.9520, -0.3810, -1.5992], [-1.1093, -0.3887, 2.3570], [0.7064, 0.8693, 1.2526], [-2.6591, -0.3616, -1.2990]], "nbo_charge": [0.215, 0.377, -0.219, -0.621, 0.216, -0.788, -0.771, -0.026, 0.162, 0.231, 0.223], "charge": -1, "de_lowest_kcal_mol": 57.2, "homo_energy_ev": [-2.0, -2.8], "multiplicity": 2, "homo_lumo_gap_ev": [3.381, 4.112], "s2": 0.752, "total_energy_ev": -59381.5767}

***

{"formula": "C3H3DyFO2", "method": "wB97M-V/def2-TZVPD", "symbols": ["H", "H", "O", "C", "C", "H", "O", "C", "F", "Dy"], "xyz": [[0.9610, -0.1061, 0.8537], [0.8237, 1.7317, 0.4760], [1.6486, 0.5907, -1.0296], [1.4455, 0.8363, 0.4417], [1.4059, 0.1018, -2.0501], [2.4613, 0.9590, 0.8185], [-1.0240, -1.1985, -0.7937], [-1.6956, -1.0689, 0.1985], [-1.9346, 0.2622, 0.6039], [-4.0919, -2.1082, 0.4811]], "mulliken_spin": [0.007, 0.001, 0.003, 0.003, 0.000, -0.001, 0.280, 0.176, 0.137, 4.393], "charge": 3, "homo_energy_ev": [-24.8, -23.9], "multiplicity": 6, "homo_lumo_gap_ev": [10.448, 7.260], "s2": 9.600, "total_energy_ev": -34016.6750}

***

{"formula": "C3H3F2NO", "method": "wB97M-V/def2-TZVPD", "symbols": ["C", "C", "C", "N", "O", "F", "F", "H", "H", "H"], "xyz": [[0.6470, 1.0186, -2.6496], [-0.3611, 1.3926, -0.3730], [-0.0385, 0.4488, -1.4965], [1.0566, 1.6188, -3.5265], [-0.2081, -0.7138, -1.3120], [-0.0893, 2.6588, -0.8448], [0.5594, -2.7450, 0.6491], [0.2125, 1.2504, 0.4560], [-1.3386, 1.3767, -0.1011], [0.1284, -2.0366, 0.1531]], "nbo_charge": [0.152, -0.023, 0.489, -0.182, -0.485, -0.347, -0.577, 0.202, 0.199, 0.570], "de_lowest_kcal_mol": 23.6, "homo_energy_ev": -12.2, "multiplicity": 1, "homo_lumo_gap_ev": 10.912, "total_energy_ev": -12130.5596, "smiles": "N#CC(=O)CF.F"}

***

{"formula": "C3H3F2NS", "method": "wB97M-V/def2-TZVPD", "symbols": ["C", "C", "C", "N", "F", "F", "S", "H", "H", "H"], "xyz": [[1.7483, -0.7129, -1.2721], [-1.4433, 0.1677, 0.9777], [1.0456, 0.2008, -0.4251], [2.1020, -1.5806, -1.9340], [0.2428, 0.9940, -1.1261], [1.7927, 1.0155, 0.3267], [-0.0619, -0.9365, 0.4976], [-2.0107, 0.4212, -0.0320], [-1.3420, 1.0488, 1.6122], [-2.0735, -0.6180, 1.3751]], "nbo_charge": [0.160, -0.753, 0.490, -0.214, -0.310, -0.303, 0.220, 0.234, 0.240, 0.236], "de_lowest_kcal_mol": 13.8, "homo_energy_ev": -9.9, "multiplicity": 1, "homo_lumo_gap_ev": 10.470, "total_energy_ev": -20918.4397, "smiles": "CSC(F)(F)C#N"}

***

{"formula": "C3H3F3O", "method": "wB97M-V/def2-TZVPD", "symbols": ["C", "C", "C", "O", "F", "F", "F", "H", "H", "H"], "xyz": [[-2.0911, 0.7212, -0.2408], [1.5055, -0.0286, 0.4029], [0.3184, -0.7047, -0.2039], [-2.6192, 0.7492, 0.7938], [-2.5360, 1.4508, -1.2798], [0.3561, -1.0167, -1.4720], [-0.2773, -1.6238, 0.4793], [1.7108, 0.9993, 0.0920], [2.3840, -0.4552, 0.0003], [1.2488, -0.0915, 1.4282]], "nbo_charge": [0.719, -0.747, 0.780, -0.538, -0.346, -0.312, -0.299, 0.254, 0.241, 0.249], "de_lowest_kcal_mol": 82.5, "homo_energy_ev": [-8.4, -9.6], "multiplicity": 1, "homo_lumo_gap_ev": [7.197, 9.835], "total_energy_ev": -13355.8696}